Record 1
Entry from the OMol25 dataset: a molecular structure, C3H6N2O2S in a non-equilibrium geometry (ωB97M-V/def2-TZVPD).

Summary:
maximum force = 0.18466 Eh/bohr
energy relative to the best compared isomer or geometry (same formula, charge and spin) = 185.1 kcal/mol
lowest unoccupied orbital energy = -0.6 eV
frontier orbital gap = 8.247 eV

```
14
Properties=species:S:1:pos:R:3:forces:R:3
C -0.210239 1.510714 -0.293109 1.224 2.017 3.061
C -0.067412 -0.897989 -0.003094 2.428 -2.920 -2.478
C 1.498278 -0.626127 -0.165208 3.003 -0.631 -2.656
H 0.795855 1.515009 0.707083 -2.709 0.529 -3.776
H -1.038420 2.091075 0.258529 1.517 0.030 -1.402
H 0.019820 1.887491 -1.440554 -0.351 -1.265 3.287
H -2.525862 -1.245408 -0.301238 2.323 4.287 1.222
H -2.437538 0.221844 1.376427 0.899 -0.856 -5.030
H 3.114538 -0.870567 0.675500 7.008 1.367 -1.908
N -0.743334 0.199425 -0.101601 -2.508 -1.974 0.111
N -2.176259 0.064680 -0.027827 -1.845 -1.850 3.363
O 2.279057 -1.019540 0.834678 -8.620 -1.742 3.581
O 2.151722 -0.268085 -1.165278 -3.310 -0.069 1.317
S -0.660206 -2.562517 -0.354312 0.940 3.078 1.309
```
Forces are in eV/Å.

These are the Mulliken partial charges, in e, on atoms 1 to 6: -0.75 0.53 0.26 0.27 0.35 0.24

=====

Record 2
Entry from the OMol25 dataset: a single C3H6N2O2S molecule in a non-equilibrium geometry (ωB97M-V/def2-TZVPD).

Summary:
maximum force = 0.03579 Eh/bohr
SMILES string = CO/N=C\N(O)C=S
energy relative to the best compared isomer or geometry (same formula, charge and spin) = 122.1 kcal/mol
lowest unoccupied orbital energy = -0.1 eV
frontier orbital gap = 8.731 eV

```
14
Properties=species:S:1:pos:R:3:forces:R:3
C 1.066488 2.232229 -1.014802 1.239 1.049 0.206
O 0.724459 0.959329 -0.561873 0.366 -0.125 0.175
N -0.649425 0.960229 -0.347981 0.520 -0.805 0.015
C -1.004196 -0.138305 0.168743 -1.431 -0.723 0.903
N -0.307583 -1.274728 0.635718 -0.323 0.730 -0.782
O 1.066401 -1.444854 0.417926 0.057 0.231 -0.039
C -0.939255 -2.395156 1.083010 -0.231 0.789 0.059
S -2.537822 -2.602770 1.256966 -0.209 -0.116 0.025
H 0.682240 3.006082 -0.303426 0.461 -0.518 -0.687
H 2.178070 2.245670 -1.097008 -0.797 0.145 0.274
H 0.672660 2.369768 -2.008738 -0.321 0.324 -0.333
H -2.081359 -0.172944 0.359541 0.484 -0.428 0.038
H 1.368099 -0.599744 0.017643 -0.293 -0.242 0.208
H -0.238778 -3.144805 1.394280 0.478 -0.312 -0.062
```
Forces are in eV/Å.

These are the Mulliken partial charges, in e, on atoms 1 to 6: -0.54 -0.27 -0.55 0.04 0.20 -0.42

=====

Record 3
Entry from the OMol25 dataset: a molecular structure, C3H6N2O2S in a non-equilibrium geometry (ωB97M-V/def2-TZVPD).

Summary:
maximum force = 0.09254 Eh/bohr
energy relative to the best compared isomer or geometry (same formula, charge and spin) = 124.4 kcal/mol
lowest unoccupied orbital energy = 0.1 eV
frontier orbital gap = 9.530 eV

```
14
Properties=species:S:1:pos:R:3:forces:R:3
C 0.182375 0.516412 -0.317784 1.389 -0.734 0.794
C -0.344349 -0.244450 0.915596 -4.374 0.777 -1.705
C 1.473064 -0.185984 -0.626221 1.461 -1.483 -3.367
N -0.349910 -1.623541 0.592329 0.855 -1.690 -1.453
N 2.651976 0.532494 -0.001241 0.042 -0.509 0.425
O 3.721209 0.510594 -0.559230 0.050 -0.091 -0.486
O 2.458824 1.028038 1.090650 -0.154 0.184 -0.025
S 1.290642 -1.899195 0.206361 1.078 0.429 -0.571
H -0.326252 0.557585 -1.274675 -1.093 -0.141 0.502
H 0.429505 1.473003 0.042079 0.149 1.592 -0.051
H 0.228676 -0.180464 1.798152 0.625 0.982 0.886
H -1.441978 0.015773 1.035352 1.224 0.157 0.505
H 1.713412 -0.331312 -1.864553 -0.435 0.572 3.801
H -0.733860 -1.752606 -0.350921 -0.817 -0.044 0.745
```
Forces are in eV/Å.

These are the Mulliken partial charges, in e, on atoms 1 to 6: -0.77 -0.53 -0.06 -0.42 0.88 -0.58

=====

Record 4
Entry from the OMol25 dataset: a single C3H6N2O2S molecule in a non-equilibrium geometry (ωB97M-V/def2-TZVPD).

Summary:
maximum force = 0.08216 Eh/bohr
energy relative to the best compared isomer or geometry (same formula, charge and spin) = 117.2 kcal/mol
lowest unoccupied orbital energy = 0.1 eV
frontier orbital gap = 9.061 eV

```
14
Properties=species:S:1:pos:R:3:forces:R:3
C 0.706792 -1.119551 0.299865 0.330 -0.576 0.463
C -0.457238 -1.561596 -0.155843 -0.309 1.062 -0.310
C -0.417702 1.103114 -0.663649 2.578 -2.295 1.298
N 1.159801 0.158444 0.108350 -2.767 2.305 -2.209
N 1.739586 0.795058 1.142724 0.341 0.055 0.877
O -1.900195 -0.517812 -2.130054 0.244 -0.066 -0.097
O -2.593188 -0.080046 0.197009 0.267 0.056 0.038
S -1.533140 -0.277057 -0.761063 -0.324 -0.238 0.292
H 1.424747 -1.772667 0.790999 -0.044 0.042 0.050
H -0.793236 -2.577824 -0.143585 -0.146 -0.225 -0.109
H -0.663521 1.842732 0.077434 -0.140 0.070 0.208
H -0.051700 1.452863 -1.611893 -0.006 0.021 -0.239
H 2.193702 1.653115 0.856271 -0.048 -0.257 0.048
H 1.185292 0.901227 1.993435 0.024 0.046 -0.311
```
Forces are in eV/Å.

These are the Mulliken partial charges, in e, on atoms 1 to 6: -0.02 -0.56 -0.54 -0.03 -0.58 -0.62

=====

Record 5
Entry from the OMol25 dataset: a single C3H6N2O2S molecule in a non-equilibrium geometry (ωB97M-V/def2-TZVPD).

Summary:
maximum force = 0.08370 Eh/bohr
SMILES string = C#CNCS(N)(=O)=O
energy relative to the best compared isomer or geometry (same formula, charge and spin) = 105.8 kcal/mol
lowest unoccupied orbital energy = 0.5 eV
frontier orbital gap = 9.347 eV

```
14
Properties=species:S:1:pos:R:3:forces:R:3
C 3.050330 -0.125901 -0.826536 -0.416 -0.094 0.233
C 2.005779 0.075112 -0.270142 0.782 0.131 -0.288
N 0.920527 0.493551 0.381806 -3.195 1.527 -1.903
C -0.352073 0.948998 -0.672528 2.589 -2.074 2.743
S -1.266127 -0.599469 -0.749259 -0.596 -0.373 0.219
N -1.572461 -0.841074 0.901705 0.157 0.301 -0.803
O -0.391363 -1.646176 -1.179233 0.117 0.218 0.155
O -2.522577 -0.406616 -1.412985 0.150 0.393 0.175
H 3.963815 -0.368787 -1.281822 0.419 -0.125 -0.293
H 0.502979 -0.182592 1.010285 0.186 0.131 0.090
H -0.913498 1.717890 -0.168131 -0.166 0.134 0.026
H 0.080732 1.229525 -1.619305 0.043 -0.062 -0.198
H -2.555285 -0.724404 1.095241 -0.186 0.104 -0.010
H -1.254559 -1.746128 1.214648 0.116 -0.212 -0.145
```
Forces are in eV/Å.

These are the Mulliken partial charges, in e, on atoms 1 to 6: -0.59 0.19 -0.48 -0.39 1.10 -0.61

=====

Record 6
Entry from the OMol25 dataset: a single C3H6N2O2S molecule in a non-equilibrium geometry (ωB97M-V/def2-TZVPD).

Summary:
maximum force = 0.06975 Eh/bohr
SMILES string = N/N=C\OCC(O)=S
energy relative to the best compared isomer or geometry (same formula, charge and spin) = 88.2 kcal/mol
lowest unoccupied orbital energy = 0.1 eV
frontier orbital gap = 9.474 eV

```
14
Properties=species:S:1:pos:R:3:forces:R:3
N -2.737170 -0.019193 1.305104 0.178 0.183 1.689
N -2.413315 0.956262 0.331064 0.934 -0.618 1.219
C -1.167468 1.155103 0.292276 0.389 -1.286 2.592
O -0.254701 0.510156 1.257172 -0.725 0.283 -2.869
C 0.175055 -0.725121 0.673680 -1.377 -1.482 0.115
C 1.147024 -0.759427 -0.548797 -0.735 3.195 1.456
O 1.593132 -1.948285 -0.818324 0.104 -0.297 -0.778
S 1.796497 0.569776 -1.346870 -0.981 -1.100 0.769
H -2.120451 0.022889 2.178511 -0.504 0.034 -1.919
H -3.641289 0.201462 1.698724 -0.443 0.017 -0.647
H -0.652605 1.879574 -0.239949 0.460 1.137 -1.403
H -0.758749 -1.439449 0.538930 1.734 1.419 -0.340
H 0.700378 -1.204325 1.485284 0.543 -0.305 0.173
H 2.147060 -1.654356 -1.578494 0.423 -1.180 -0.057
```
Forces are in eV/Å.

These are the Mulliken partial charges, in e, on atoms 1 to 6: -0.47 -0.32 -0.10 -0.41 -0.30 0.21

=====

Record 7
Entry from the OMol25 dataset: a single C3H6N2O3 molecule in a non-equilibrium geometry (ωB97M-V/def2-TZVPD).

Summary:
maximum force = 0.04029 Eh/bohr
SMILES string = [H]/N=C(/CC(=O)O)ON
energy relative to the best compared isomer or geometry (same formula, charge and spin) = 67.6 kcal/mol
lowest unoccupied orbital energy = 0.7 eV
frontier orbital gap = 11.064 eV

```
14
Properties=species:S:1:pos:R:3:forces:R:3
H 0.717720 -1.621585 -2.037034 0.072 0.132 0.131
N 0.923848 -1.337924 -1.074406 -1.422 1.229 0.619
C 0.101419 -0.426517 -0.717456 0.220 -0.214 -2.049
C 0.015843 0.327822 0.553216 1.394 -0.505 1.232
C 1.042987 -0.038877 1.645155 0.119 0.325 1.272
O 1.407629 0.741683 2.510060 -0.485 -0.226 -1.291
O 1.437335 -1.317477 1.713189 0.046 0.020 -0.204
O -0.788646 0.096395 -1.705221 0.330 -0.529 0.516
N -1.802791 1.035335 -1.254927 0.410 -0.471 -0.318
H -0.965389 0.159730 1.007612 0.072 0.429 -0.108
H 0.210235 1.385451 0.346887 -0.528 -0.166 0.157
H 2.071357 -1.349135 2.457795 -0.359 0.001 -0.278
H -2.668123 0.554970 -1.507793 0.138 0.109 0.096
H -1.703426 1.790129 -1.937078 -0.007 -0.134 0.224
```
Forces are in eV/Å.

These are the Mulliken partial charges, in e, on atoms 1 to 6: 0.28 -0.59 0.56 -0.25 0.30 -0.59

=====

Record 8
Entry from the OMol25 dataset: a molecular structure, C3H6N2O3 in a non-equilibrium geometry (ωB97M-V/def2-TZVPD).

Summary:
maximum force = 0.09120 Eh/bohr
energy relative to the best compared isomer or geometry (same formula, charge and spin) = 129.1 kcal/mol
lowest unoccupied orbital energy = 0.7 eV
frontier orbital gap = 10.673 eV

```
14
Properties=species:S:1:pos:R:3:forces:R:3
C -0.707537 -0.497884 -0.899174 -1.229 4.460 0.770
C -1.490215 0.471429 -1.860094 -0.817 -1.415 0.132
C -0.145193 0.864666 -0.466063 0.164 -0.298 -1.294
N 0.638285 1.159109 0.431476 1.179 -0.259 1.305
N 2.084947 -0.822576 2.759544 0.304 0.796 -0.430
O 1.159401 -1.417454 1.885148 0.152 -0.905 0.388
O 2.399166 -1.497151 3.662795 -0.785 -0.244 -0.711
O -0.822883 1.635608 -1.384595 1.027 -0.120 0.463
H -1.112963 -0.926034 -0.001749 -0.924 -0.668 -0.221
H -0.128060 -1.082589 -1.464643 2.744 -2.424 -1.467
H -1.405168 0.334702 -2.969162 -0.256 0.029 1.190
H -2.446276 0.485872 -1.405342 -1.680 0.259 -0.822
H 1.049052 -0.818877 1.111056 0.419 0.540 0.922
H 0.927445 2.111179 0.600803 -0.300 0.249 -0.225
```
Forces are in eV/Å.

These are the Mulliken partial charges, in e, on atoms 1 to 6: -0.87 -0.27 0.66 -0.56 0.20 -0.39

=====

Record 9
Entry from the OMol25 dataset: a single C3H6N2O3 molecule in a non-equilibrium geometry (ωB97M-V/def2-TZVPD).

Summary:
maximum force = 0.11260 Eh/bohr
SMILES string = NC(=O)CN(O)C=O
energy relative to the best compared isomer or geometry (same formula, charge and spin) = 68.1 kcal/mol
lowest unoccupied orbital energy = 0.6 eV
frontier orbital gap = 10.227 eV

```
14
Properties=species:S:1:pos:R:3:forces:R:3
N -0.346473 1.554943 -1.135719 1.190 2.829 -4.910
C -1.017781 0.966096 -0.198258 -3.884 1.319 1.040
O -2.260299 1.130695 -0.202662 1.744 -1.130 0.999
C -0.149422 0.384330 0.848756 0.098 0.342 1.596
N 0.300146 -0.876889 0.392944 1.857 -1.646 -0.294
O -0.421719 -1.975802 0.943074 0.663 0.269 -1.026
C 1.643971 -1.014330 -0.064579 -1.855 0.320 0.071
O 2.279276 -0.064590 -0.479101 -0.430 -0.530 0.513
H -0.924816 2.138185 -1.790414 0.652 -1.144 0.995
H 0.575450 1.376669 -1.526184 -0.061 -0.298 1.037
H 0.747880 1.036138 0.967586 -0.700 -0.401 -0.012
H -0.666357 0.274468 1.824238 0.216 0.041 -0.675
H -1.026222 -2.262057 0.223239 0.470 0.309 0.545
H 1.979686 -2.048791 -0.105054 0.041 -0.282 0.120
```
Forces are in eV/Å.

These are the Mulliken partial charges, in e, on atoms 1 to 6: -0.32 0.45 -0.68 -0.60 0.23 -0.44

=====

Record 10
Entry from the OMol25 dataset: a single C3H6N2O4 molecule in a non-equilibrium geometry (ωB97M-V/def2-TZVPD).

Summary:
maximum force = 0.06282 Eh/bohr
SMILES string = NC(=O)[C@](N)(O)C(=O)O
energy relative to the best compared isomer or geometry (same formula, charge and spin) = 32.2 kcal/mol
lowest unoccupied orbital energy = 0.5 eV
frontier orbital gap = 11.167 eV

```
15
Properties=species:S:1:pos:R:3:forces:R:3
N 0.632374 -1.333451 1.097290 0.272 -0.124 -2.061
C 0.832175 -1.129988 -0.257948 0.142 -0.239 1.719
O 1.165576 -1.950440 -1.076717 -0.225 -0.149 0.290
C 0.508909 0.331493 -0.674097 0.037 -2.138 -1.769
N -0.885944 0.603311 -0.366404 0.845 1.982 0.025
O 0.756725 0.303609 -2.057292 -0.062 3.229 0.009
C 1.395050 1.415941 0.068449 -0.578 -0.921 -0.661
O 2.563251 1.565305 -0.032736 0.844 -0.475 -0.503
O 0.700017 2.097204 0.958134 -0.375 1.347 0.751
H 0.679207 -0.446710 1.544297 -0.113 0.104 1.299
H 0.982290 -2.183954 1.513186 0.043 0.262 0.118
H -1.072139 1.389895 -0.978896 -0.490 0.223 -0.089
H -1.572683 -0.061485 -0.611219 -0.306 -1.382 -0.304
H 0.850985 -0.520994 -2.522017 0.118 -1.120 0.795
H -0.222221 2.189326 0.678373 -0.153 -0.600 0.381
```
Forces are in eV/Å.

These are the Mulliken partial charges, in e, on atoms 1 to 6: -0.37 0.40 -0.61 1.16 -0.78 -0.64